{
  "formula": "C57H57N5O5P2STeTi",
  "method": "ωB97M-V/def2-TZVPD",
  "species": ["Ti", "C", "C", "C", "C", "C", "C", "C", "C", "C", "C", "H", "H", "H", "H", "H", "H", "H", "H", "H", "H", "H", "H", "H", "H", "Te", "C", "C", "C", "N", "C", "C", "C", "P", "C", "C", "C", "C", "C", "C", "C", "C", "C", "C", "C", "C", "P", "C", "C", "C", "C", "C", "C", "C", "C", "C", "C", "C", "C", "H", "H", "H", "H", "H", "H", "H", "H", "H", "H", "H", "H", "H", "H", "H", "H", "H", "H", "H", "H", "H", "H", "H", "H", "C", "C", "N", "C", "C", "N", "C", "O", "O", "C", "O", "O", "H", "H", "H", "H", "H", "C", "C", "C", "N", "C", "S", "N", "C", "O", "C", "C", "C", "C", "C", "C", "H", "H", "H", "H", "H", "H", "H", "H", "H", "H", "H", "H", "H", "H"],
  "coordinates": [[0.34380, -0.52188, 0.45597], [-0.07204, -5.73760, 1.01686], [1.15746, -5.09084, 1.64430], [0.87480, -4.76058, 3.11682], [1.61667, -3.85085, 0.89959], [2.78435, -3.19071, 1.32714], [3.25829, -2.07413, 0.68963], [2.57031, -1.50564, -0.40356], [3.17086, -0.39655, -1.23590], [1.42455, -2.17144, -0.85444], [0.98273, -3.35228, -0.21336], [-0.29082, -6.68193, 1.52104], [0.07541, -5.95476, -0.04529], [-0.94500, -5.08426, 1.13259], [1.98349, -5.80660, 1.61210], [0.03667, -4.06527, 3.18728], [1.74247, -4.31284, 3.60889], [0.60732, -5.67002, 3.66459], [3.35339, -3.60070, 2.15678], [4.20588, -1.65660, 0.99950], [2.81107, -0.45474, -2.26027], [4.25717, -0.48402, -1.25669], [2.93142, 0.59522, -0.85569], [1.07377, -1.94226, -1.85031], [0.13880, -3.88130, -0.63248], [2.73241, 3.96998, 0.83886], [1.56648, 5.65807, 1.37906], [1.49114, 6.79277, 0.58065], [0.73819, 7.87955, 1.01948], [0.07518, 7.90067, 2.17640], [0.15430, 6.80042, 2.93801], [0.87729, 5.66989, 2.58687], [1.16514, 2.55425, 1.04295], [1.72215, 1.02821, 1.87297], [1.02225, 0.80484, 3.58446], [0.41376, 1.80566, 4.33165], [-0.12315, 1.53545, 5.58460], [-0.05194, 0.25056, 6.11338], [0.58686, -0.75159, 5.39420], [1.12455, -0.47054, 4.14107], [3.46435, 1.26275, 2.46100], [3.74707, 1.90555, 3.66706], [5.05581, 2.16501, 4.04742], [6.11550, 1.78861, 3.23001], [5.85277, 1.14663, 2.03162], [4.53797, 0.88883, 1.65602], [0.31411, 1.90309, -0.44986], [1.03046, 2.61189, -2.00130], [1.31258, 3.96973, -2.18811], [1.82442, 4.43122, -3.39139], [2.05760, 3.55117, -4.44227], [1.78278, 2.20486, -4.27774], [1.28747, 1.74548, -3.05959], [-1.42343, 2.62477, -0.68222], [-1.70598, 3.94809, -1.04280], [-3.00407, 4.38423, -1.26499], [-4.07660, 3.51374, -1.12378], [-3.82694, 2.19260, -0.78402], [-2.51712, 1.76411, -0.58760], [2.01265, 6.83807, -0.37203], [0.66260, 8.77713, 0.41004], [-0.38159, 6.83736, 3.88317], [0.91574, 4.81069, 3.24899], [0.33854, 2.80610, 3.90928], [-0.60300, 2.32625, 6.15361], [-0.49444, 0.03294, 7.08014], [0.65050, -1.75624, 5.79756], [1.61545, -1.25445, 3.57926], [2.94253, 2.21792, 4.31677], [5.24856, 2.66782, 4.98733], [7.13793, 1.99673, 3.52952], [6.66741, 0.84956, 1.38017], [4.35377, 0.41648, 0.70391], [1.11891, 4.67646, -1.40223], [2.04946, 5.48512, -3.50901], [2.45185, 3.91884, -5.38289], [1.94827, 1.50267, -5.08892], [1.09207, 0.68919, -2.94742], [-0.92085, 4.67613, -1.13878], [-3.18142, 5.41805, -1.54498], [-5.09163, 3.86213, -1.28293], [-4.64450, 1.48945, -0.66427], [-2.35031, 0.73358, -0.35128], [-1.95669, 3.29531, 2.27227], [-2.15402, 1.83979, 2.52532], [-1.44559, 0.81740, 2.08384], [-2.01919, -0.30285, 2.65281], [-3.08377, 0.04646, 3.43160], [-3.14671, 1.39792, 3.33044], [-4.08150, -0.63575, 4.30182], [-3.99212, -1.93761, 4.42707], [-4.92533, 0.02986, 4.85469], [-1.42636, -1.63666, 2.43197], [-1.91779, -2.65119, 2.92222], [-0.36186, -1.63589, 1.71000], [-2.73627, 3.67816, 1.60871], [-0.98112, 3.45919, 1.82258], [-2.01039, 3.84461, 3.21760], [-3.84347, 1.94567, 3.81071], [-3.22452, -2.29256, 3.88604], [-1.67644, -6.22385, -3.12225], [-3.04615, -5.54238, -3.16394], [-3.08203, -4.24070, -2.37218], [-2.21617, -3.24351, -3.01115], [-1.76486, -2.13508, -2.41869], [-1.93524, -1.86535, -0.77438], [-1.09142, -1.20101, -3.19341], [-0.37125, -1.42896, -4.39702], [0.78650, -1.14968, -4.44762], [-1.11466, -1.95440, -5.57769], [-2.48594, -1.77832, -5.71266], [-3.13502, -2.24064, -6.84845], [-2.41216, -2.87460, -7.85047], [-1.03798, -3.03558, -7.72350], [-0.38987, -2.56900, -6.59062], [-1.66410, -7.11901, -3.74694], [-1.42814, -6.52167, -2.09992], [-0.88566, -5.55719, -3.47947], [-3.80344, -6.20787, -2.74636], [-3.33327, -5.33945, -4.20302], [-2.73551, -4.39608, -1.35230], [-4.09919, -3.85091, -2.31081], [-2.10935, -3.32720, -4.00976], [-0.66564, -0.48591, -2.61931], [-3.03993, -1.24924, -4.94345], [-4.20246, -2.09352, -6.95729], [-2.92020, -3.23006, -8.73932], [-0.47075, -3.51795, -8.50920], [0.68238, -2.67876, -6.47074]],
  "atomic_forces_ev_per_a": [[0.76, 1.76, -1.81], [-0.06, -0.08, 0.04], [-0.12, 0.17, 0.01], [-0.02, -0.03, 0.02], [0.12, -0.06, 0.04], [0.04, -0.07, 0.04], [0.02, 0.08, -0.04], [0.09, -0.28, -0.15], [0.02, -0.22, 0.02], [0.67, -0.80, -0.30], [0.09, -0.02, -0.16], [-0.02, 0.06, -0.02], [-0.01, -0.01, 0.08], [0.09, -0.05, -0.06], [0.07, -0.06, -0.04], [0.03, 0.01, 0.01], [-0.06, -0.05, -0.03], [0.05, 0.08, -0.06], [-0.05, 0.03, -0.05], [-0.04, 0.07, 0.06], [0.00, -0.02, -0.05], [0.03, -0.01, -0.01], [-0.05, 0.16, 0.01], [-0.28, 0.14, -0.07], [-0.08, 0.12, 0.03], [-0.55, 0.13, 0.31], [0.13, 0.05, -0.01], [0.00, 0.04, -0.01], [-0.07, -0.07, 0.17], [0.12, -0.24, -0.05], [0.02, 0.13, -0.19], [-0.10, 0.10, 0.03], [0.91, -0.84, -0.64], [-0.17, 0.82, 1.00], [0.07, 0.01, -0.02], [-0.08, 0.15, -0.08], [-0.02, -0.02, 0.02], [-0.01, 0.02, 0.00], [0.02, 0.06, -0.14], [-0.07, 0.15, 0.11], [0.07, -0.07, -0.37], [0.10, -0.06, 0.05], [-0.02, -0.05, -0.05], [0.00, 0.03, 0.10], [-0.08, -0.03, -0.07], [0.09, 0.14, -0.03], [-0.41, 1.45, 0.06], [0.16, -0.22, 0.08], [-0.13, -0.12, -0.24], [0.01, -0.04, 0.00], [0.02, 0.06, 0.02], [-0.04, -0.15, 0.05], [-0.07, 0.13, -0.11], [0.05, 0.01, -0.19], [0.07, -0.07, 0.16], [-0.01, 0.07, 0.03], [-0.03, -0.07, 0.03], [0.08, 0.07, -0.02], [0.04, 0.14, -0.10], [-0.07, 0.03, 0.09], [0.02, -0.07, 0.04], [0.02, 0.00, -0.06], [-0.01, 0.11, -0.05], [0.00, -0.13, 0.03], [0.03, -0.05, -0.07], [0.06, 0.03, -0.08], [0.01, 0.05, -0.03], [0.01, -0.13, -0.06], [-0.01, 0.00, 0.02], [-0.01, 0.00, -0.03], [-0.10, -0.02, -0.03], [-0.04, 0.01, 0.03], [0.02, 0.06, 0.05], [0.00, 0.11, 0.10], [-0.05, -0.03, 0.01], [-0.02, -0.02, 0.05], [0.00, 0.04, 0.09], [0.03, -0.05, 0.01], [0.22, 0.10, -0.01], [0.05, -0.08, 0.05], [0.08, -0.03, 0.01], [0.06, 0.02, -0.05], [0.04, -0.35, 0.12], [-0.10, -0.10, 0.12], [-0.03, 0.12, -0.02], [-0.27, -0.55, -0.11], [0.31, -0.07, -0.25], [-0.14, -0.18, 0.15], [-0.09, 0.40, 0.02], [0.09, 0.27, -0.10], [0.24, -0.33, -0.14], [-0.06, 0.04, 0.05], [0.20, -0.05, 0.11], [-0.27, -0.10, 0.27], [-1.52, -1.81, 2.19], [0.06, 0.00, 0.00], [0.03, 0.01, 0.01], [0.00, -0.05, -0.06], [-0.01, 0.04, 0.05], [-0.06, 0.00, 0.04], [-0.08, 0.04, 0.00], [0.24, 0.08, -0.01], [0.18, -0.01, -0.10], [-0.09, 0.06, 0.11], [-0.05, -0.01, -0.03], [-0.12, 0.11, -0.11], [-0.12, -0.29, -0.04], [-1.14, -0.43, 0.02], [1.18, 0.40, -0.06], [0.01, 0.06, 0.16], [-0.28, 0.17, -0.02], [-0.04, 0.01, 0.00], [-0.02, 0.02, 0.00], [0.06, 0.02, 0.05], [0.19, -0.19, -0.11], [0.00, 0.05, 0.05], [0.01, 0.04, -0.06], [-0.05, -0.06, 0.03], [-0.02, 0.02, -0.05], [-0.04, -0.05, 0.06], [0.07, 0.02, 0.05], [-0.04, 0.06, 0.00], [-0.05, -0.01, -0.06], [0.12, 0.09, 0.18], [0.04, -0.07, -0.04], [0.05, 0.00, 0.01], [0.03, 0.00, 0.05], [-0.02, 0.01, 0.02], [-0.08, 0.01, -0.04]],
  "homo_lumo_gap_ev": [5.826, 6.094],
  "de_lowest_kcal_mol": 37.83,
  "spin_multiplicity": 3,
  "largest_force_ev_per_a": 3.2,
  "energy_ha": -5054.7325,
  "charge": 0
}